Entry from the Open Molecules 2025 dataset: a single C4H8N2 molecule (ωB97M-V/def2-TZVPD).

Output
- HOMO: -10.328 eV
- LUMO: 0.83 eV
- ΔE to the lowest compared entry with this formula, charge and spin: 10.6 kcal/mol
- Gap between HOMO and LUMO: 11.159 eV

Structure (ORCA input):
```
! wB97M-V def2-TZVPD RIJCOSX def2/J DEFGRID3
* xyz 0 1
C -0.82300 1.07263 -0.46782
C -0.01413 -0.15509 0.05533
C 1.51256 0.04129 0.07382
N -0.28648 -1.34054 -0.75585
C -0.59229 -0.20979 1.42902
N -1.22835 -0.07799 2.39027
H -1.61170 1.31472 0.25691
H -1.30161 0.83417 -1.41772
H -0.18205 1.94892 -0.58783
H 1.87382 0.12668 -0.95659
H 2.01408 -0.82378 0.52818
H 1.80780 0.93592 0.62981
H 0.11798 -2.17483 -0.33248
H -1.28663 -1.49233 -0.84506
*
```